(1)
{"formula": "C5H7N3O3", "method": "ωB97M-V/def2-TZVPD", "symbols": ["C", "C", "C", "C", "C", "H", "H", "H", "H", "H", "H", "H", "N", "N", "N", "O", "O", "O"], "xyz": [[1.40202, 0.26206, -0.89779], [-0.57979, 0.58814, 0.52109], [-0.05328, 2.01093, 0.79498], [-1.51461, -1.48164, 0.79568], [-0.31305, -1.57261, 0.12006], [1.39324, 0.12751, -2.00559], [1.17184, 1.26691, -0.73994], [2.32397, 0.05165, -0.42315], [1.16914, 1.97477, 0.62824], [-0.29410, 2.60349, 1.92083], [-1.80747, 2.88545, -0.19383], [-2.01757, -2.42607, 1.12048], [0.17233, -0.33151, -0.23820], [-1.66715, -0.07002, 1.11188], [0.23182, -2.68608, -0.58410], [-0.63223, 2.94767, -0.32461], [1.03279, -2.29700, -1.42055], [-0.01791, -3.85364, -0.18548]], "mulliken_charge": [-0.8952, 0.7112, -0.6110, -0.3675, 0.1657, 0.2757, 0.3889, 0.3542, 0.2837, 0.2450, 0.3663, 0.3658, 0.1191, -0.6764, 0.9492, -0.5422, -0.5748, -0.5578], "homo_lumo_gap_ev": 8.936, "charge": 0, "homo_ev": -9.66, "de_lowest_ev": 7.079, "multiplicity": 1}

(2)
{"formula": "C5H7N3O3", "method": "ωB97M-V/def2-TZVPD", "symbols": ["C", "C", "C", "C", "C", "N", "N", "N", "O", "O", "O", "H", "H", "H", "H", "H", "H", "H"], "xyz": [[0.47204, 1.34049, 1.59237], [1.91257, -1.13604, -0.48121], [-0.55756, 1.67642, 0.50604], [0.18096, -0.48629, 0.41520], [-1.16858, 0.31910, -1.51042], [0.71192, 0.11451, 1.59890], [-0.59032, 0.44605, -0.22786], [-0.17153, -1.91206, 0.56338], [-0.95369, -2.36574, -0.22017], [2.22011, -0.63697, -1.44912], [0.33980, -2.57316, 1.48007], [0.82541, 1.94707, 2.31891], [2.61653, -1.76586, 0.07109], [-1.43387, 1.98930, 1.04022], [-0.33107, 2.57977, -0.14101], [-2.21091, 0.40914, -1.53812], [-0.53885, 0.83842, -2.26837], [-1.32296, -0.78415, -1.74992]], "mulliken_charge": [-0.3093, -0.0235, -0.5071, 0.2275, -0.9020, -0.5329, 0.1480, 0.9261, -0.6216, -0.3108, -0.5795, 0.5314, 0.4010, 0.2779, 0.3021, 0.4028, 0.3088, 0.2611], "homo_lumo_gap_ev": 8.605, "charge": 0, "homo_ev": -8.20, "de_lowest_ev": 6.678, "multiplicity": 1}

(3)
{"formula": "C5H7N3OS", "method": "ωB97M-V/def2-TZVPD", "symbols": ["C", "C", "C", "C", "C", "N", "N", "N", "O", "S", "H", "H", "H", "H", "H", "H", "H"], "xyz": [[-2.35819, 0.29076, 0.33137], [-1.38653, -0.17958, -0.62759], [-0.14173, 0.32442, -0.89061], [0.89206, -0.33098, -1.69569], [2.14578, 0.69575, 1.23835], [-3.43811, -0.46787, 0.37709], [-3.35981, -1.56816, -0.32534], [0.76423, 0.40115, 1.13596], [-0.05461, 0.68764, 2.01116], [-1.97930, -1.72116, -1.21144], [-2.12876, 0.96154, 1.14195], [1.94825, -0.15133, -1.19956], [0.68414, -1.41896, -1.56118], [0.89147, 0.17545, -2.66614], [2.52010, 1.52717, 0.45930], [2.71708, -0.15781, 1.16862], [2.28394, 0.93196, 2.31376]], "mulliken_charge": [-0.3181, 0.4080, 0.0408, -0.9678, -1.0046, -0.3434, -0.2049, 0.2557, -0.4353, 0.1352, 0.4634, 0.2194, 0.3843, 0.2778, 0.2710, 0.3985, 0.4200], "homo_lumo_gap_ev": [6.996, 6.352], "charge": 0, "homo_ev": [-7.99, -7.78], "de_lowest_ev": 8.211, "multiplicity": 1}

(4)
{"formula": "C5H7N3OS", "method": "ωB97M-V/def2-TZVPD", "symbols": ["C", "C", "C", "C", "C", "N", "N", "N", "O", "S", "H", "H", "H", "H", "H", "H", "H"], "xyz": [[-1.23599, -3.61894, -0.90409], [-0.56214, -1.35967, -1.00066], [-0.28541, 1.02823, -1.10611], [0.37272, -0.22180, 0.92311], [-0.29369, -2.66271, -0.37875], [-2.02481, -4.44380, -1.13673], [1.06687, -2.98672, -0.94109], [-0.12664, -0.24356, -0.45348], [2.00938, -2.37819, -0.49077], [-1.25519, -1.32393, -2.49207], [0.73111, 1.59601, -1.11753], [-0.73016, 0.83891, -2.02853], [-0.90846, 1.84151, -0.54295], [0.85085, -1.13294, 1.15601], [1.25490, 0.40700, 0.87229], [-0.23752, 0.32988, 1.67627], [-0.42138, -2.70732, 0.78286]], "mulliken_charge": [-0.3447, 0.1044, -0.8579, -1.1423, 0.9477, -0.4495, 0.0496, 0.0885, -0.3019, -0.4245, 0.2642, 0.3151, 0.2856, 0.4118, 0.4210, 0.3075, 0.3253], "homo_lumo_gap_ev": [9.005, 6.532], "charge": 0, "homo_ev": [-8.67, -8.66], "de_lowest_ev": 0.818, "multiplicity": 3}

(5)
{"formula": "C5H7N3S", "method": "ωB97M-V/def2-TZVPD", "symbols": ["C", "C", "C", "C", "C", "H", "H", "H", "H", "H", "H", "H", "N", "N", "N", "S"], "xyz": [[-3.61925, -0.18796, 0.06149], [-2.39269, -0.41731, 0.47509], [-1.15629, -0.72443, -0.47790], [-0.19927, 1.60984, -0.19321], [1.15286, -0.13306, 0.02510], [-3.94672, -0.02836, -1.17745], [-4.51102, -0.02673, 0.89730], [-2.16836, -0.73924, 1.72685], [-0.88501, -1.78129, -0.34844], [-1.62777, -0.64956, -1.43543], [-1.03217, 1.94882, -0.22295], [2.78295, 1.08645, 0.33572], [-0.08308, 0.27446, -0.18192], [1.00789, 2.16837, 0.04760], [1.82295, 1.11269, 0.17864], [1.84010, -1.59883, 0.03567]], "mulliken_charge": [-0.4686, -0.1166, -0.6693, -0.2968, 0.3009, 0.1853, 0.2240, 0.1772, 0.3028, 0.3630, 0.6758, 0.1900, 0.0999, -0.6786, 0.1871, -0.4762], "homo_lumo_gap_ev": 8.820, "charge": 0, "homo_ev": -8.03, "de_lowest_ev": 2.726, "multiplicity": 1}

(6)
{"formula": "C5H7N4", "method": "ωB97M-V/def2-TZVPD", "symbols": ["C", "C", "C", "C", "C", "N", "N", "N", "N", "H", "H", "H", "H", "H", "H", "H"], "xyz": [[1.34390, -0.04437, -0.06709], [-1.04228, 0.89357, -0.20729], [-2.31217, 1.36068, 0.32531], [-0.01437, -0.27663, -0.15126], [-0.38241, -1.73865, -0.06190], [3.21140, 0.80948, 0.54708], [2.00647, 1.13022, 0.12764], [2.22944, -1.05375, 0.09719], [3.34811, -0.47618, 0.48774], [-1.33906, 0.58905, -1.16601], [-0.37659, 1.76033, -0.31158], [-2.18226, 2.35936, 0.76837], [-3.23038, 1.14147, -0.08636], [0.30101, -2.05686, 0.70143], [-0.05405, -2.43588, -1.01796], [-1.50677, -1.96183, 0.01468]], "mulliken_charge": [0.3901, -0.5687, -0.9287, 0.6808, -1.0827, -0.4530, -0.3312, -0.3081, -0.4895, 0.2961, 0.3185, 0.2656, 0.3417, 0.3764, 0.1906, 0.3020], "homo_lumo_gap_ev": [5.766, 8.240], "charge": -1, "homo_ev": [-2.61, -4.57], "de_lowest_ev": 3.804, "multiplicity": 1}